Arrangement w

Molecular formula: C4H3N
Method: DFT, ωB97M-V/def2-TZVPD

* molecular weight: 65.07 g mol⁻¹
* SMILES: C#CCC#N
* HOMO: -10.8 eV
* frontier orbital gap: 11.45 eV

Atoms and positions in Å:
C  -1.44  -0.83  -1.17
C  -0.45  -0.51  -0.56
C  0.61  0.35  0.01
C  0.76  0.27  1.48
N  0.91  0.25  2.63
H  -2.32  -1.06  -1.72
H  0.33  1.37  -0.24
H  1.60  0.16  -0.45

Here are the Mulliken charges for atoms 1 to 2, given in e:
1 C -0.08
2 C -0.37


Arrangement x

Molecular formula: C4H3N
Method: DFT, ωB97M-V/def2-TZVPD

* molecular weight: 65.07 g mol⁻¹
* HOMO: -11.1 eV
* frontier orbital gap: 11.26 eV

Atoms and positions in Å:
C  1.28  0.28  -0.07
C  1.18  -0.12  -1.29
C  -0.18  -0.43  0.13
C  -1.36  0.41  -0.13
N  -2.30  1.07  -0.28
H  1.82  0.81  0.72
H  -0.09  -0.57  1.20
H  -0.36  -1.44  -0.28

Here are the Mulliken charges for atoms 1 to 2, given in e:
1 C 0.14
2 C -0.69


Most stable structure - arrangement w; separation to the second - 2.274 eV.


Arrangement w

Molecular formula: C4H3N
Method: DFT, ωB97M-V/def2-TZVPD

* molecular weight: 65.07 g mol⁻¹
* SMILES: C#CCC#N
* HOMO: -10.3 eV
* frontier orbital gap: 9.69 eV

Atoms and positions in Å:
C  1.55  0.50  0.02
C  1.02  -0.55  0.27
C  -0.45  -0.86  0.20
C  -0.87  0.50  -0.24
N  -0.84  1.62  -0.56
H  1.25  1.51  -0.31
H  -0.92  -1.11  1.16
H  -0.74  -1.61  -0.54

Here are the Mulliken charges for atoms 1 to 2, given in e:
1 C -0.11
2 C -0.44


Arrangement x

Molecular formula: C4H3N
Method: DFT, ωB97M-V/def2-TZVPD

* molecular weight: 65.07 g mol⁻¹
* SMILES: C#CCC#N
* HOMO: -10.7 eV
* frontier orbital gap: 10.77 eV

Atoms and positions in Å:
C  -1.81  -0.67  -0.33
C  -0.76  -0.09  -0.35
C  0.53  0.57  -0.36
C  1.63  -0.45  -0.36
N  2.25  -0.79  0.56
H  -2.75  -1.17  -0.34
H  0.67  1.13  0.58
H  0.68  1.25  -1.19

Here are the Mulliken charges for atoms 1 to 2, given in e:
1 C 0.17
2 C -0.54


Most stable structure - arrangement x; separation to the second - 1.319 eV.


Arrangement w

Molecular formula: C4H3N
Method: DFT, ωB97M-V/def2-TZVPD

* molecular weight: 65.07 g mol⁻¹
* HOMO: -9.8 eV
* frontier orbital gap: 9.81 eV

Atoms and positions in Å:
C  -1.62  0.96  -0.23
C  -0.66  0.23  -0.20
C  0.84  -0.26  -0.23
C  0.88  -1.85  -0.09
N  -0.30  -1.67  -0.04
H  -2.29  1.80  -0.27
H  1.39  0.16  0.61
H  1.30  -0.01  -1.19

Here are the Mulliken charges for atoms 1 to 2, given in e:
1 C -0.02
2 C -0.55


Arrangement x

Molecular formula: C4H3N
Method: DFT, ωB97M-V/def2-TZVPD

* molecular weight: 65.07 g mol⁻¹
* HOMO (spin up / spin down): -8.7 / -8.7 eV
* frontier orbital gap (spin up / spin down): 6.95 / 6.95 eV

Atoms and positions in Å:
C  -1.38  0.05  0.09
C  0.81  -0.70  0.04
C  -0.52  -1.06  0.05
C  -0.43  1.05  -0.03
N  0.83  0.63  0.01
H  -2.42  0.07  -0.29
H  1.54  -1.34  -0.04
H  1.56  1.29  0.17

Here are the Mulliken charges for atoms 1 to 2, given in e:
1 C -0.11
2 C -0.53


Most stable structure - arrangement w; separation to the second - 0.277 eV.


Arrangement w

Molecular formula: C11H18
Method: DFT, ωB97M-V/def2-TZVPD

* molecular weight: 150.27 g mol⁻¹
* SMILES: CCc1ccccc1.CCC
* HOMO: -8.8 eV
* frontier orbital gap: 9.73 eV

Atoms and positions in Å:
C  -0.28  -0.51  -0.52
C  -0.39  -1.02  -1.95
C  -1.54  -0.79  0.34
C  -2.78  -0.05  0.08
C  -1.32  -1.56  1.48
C  -3.79  -0.08  1.02
C  -2.37  -1.61  2.42
C  -3.51  -0.82  2.21
H  0.67  -1.08  -0.11
H  -0.15  0.63  -0.48
H  -0.06  -2.11  -1.97
H  -2.99  0.49  -0.85
H  -0.42  -2.14  1.52
H  -4.86  0.33  0.96
H  -2.24  -2.22  3.45
H  -4.13  -0.86  3.14
H  0.29  -0.50  -2.62
H  -1.28  -0.84  -2.60
C  2.18  1.62  -0.56
C  3.26  1.98  0.45
C  2.78  0.54  -1.44
H  1.32  1.13  0.04
H  1.84  2.54  -1.19
H  3.19  2.95  0.95
H  2.45  -0.49  -1.26
H  2.60  0.76  -2.53
H  3.92  0.47  -1.41
H  3.28  1.35  1.33
H  4.32  1.88  0.10

Here are the Mulliken charges for atoms 1 to 2, given in e:
1 C -0.08
2 C -1.11


Arrangement x

Molecular formula: C11H18
Method: DFT, ωB97M-V/def2-TZVPD

* molecular weight: 150.27 g mol⁻¹
* SMILES: Cc1ccccc1.CC(C)C
* HOMO: -9.0 eV
* frontier orbital gap: 9.92 eV

Atoms and positions in Å:
C  -1.49  -1.84  1.61
C  1.86  -0.79  3.11
C  0.50  -0.89  2.88
C  2.73  -1.58  2.37
C  -0.01  -1.68  1.86
C  2.21  -2.38  1.36
C  0.87  -2.38  1.02
H  2.14  -0.04  3.83
H  -0.21  -0.34  3.49
H  3.79  -1.56  2.54
H  2.86  -3.01  0.78
H  -1.68  -2.70  0.98
H  -1.87  -1.04  0.96
H  0.53  -2.86  0.11
H  -2.12  -1.79  2.50
C  -0.58  1.71  -1.67
C  0.42  2.67  -2.32
C  -1.98  2.33  -1.72
C  -0.61  0.35  -2.43
H  -0.31  1.47  -0.68
H  1.40  2.23  -2.20
H  -2.21  2.54  -2.75
H  -2.82  1.73  -1.36
H  -1.97  3.29  -1.20
H  0.13  0.33  -3.21
H  -0.55  -0.48  -1.73
H  0.38  3.64  -1.82
H  0.16  2.88  -3.35
H  -1.55  0.18  -2.97

Here are the Mulliken charges for atoms 1 to 2, given in e:
1 C -1.38
2 C -0.40


Most stable structure - arrangement x; separation to the second - 1.848 eV.


Arrangement w

Molecular formula: C11H18
Method: DFT, ωB97M-V/def2-TZVPD

* molecular weight: 150.27 g mol⁻¹
* SMILES: Cc1ccccc1.CC(C)C
* HOMO: -9.1 eV
* frontier orbital gap: 9.95 eV

Atoms and positions in Å:
C  0.75  -0.64  -2.66
C  3.40  -0.41  0.68
C  3.36  0.62  -0.25
C  2.49  -1.44  0.60
C  2.36  0.61  -1.21
C  1.55  -1.50  -0.44
C  1.55  -0.51  -1.41
H  4.15  -0.43  1.45
H  3.93  1.53  -0.22
H  2.66  -2.34  1.19
H  2.28  1.38  -1.97
H  1.01  -2.43  -0.60
H  -0.08  0.08  -2.74
H  0.21  -1.58  -2.78
H  1.34  -0.49  -3.55
C  -1.86  0.41  0.72
C  -1.95  -0.50  1.93
C  -3.22  0.34  0.05
C  -1.58  1.87  1.14
H  -1.15  -0.05  0.03
H  -2.27  -1.52  1.70
H  -2.58  -0.10  2.73
H  -4.05  0.69  0.67
H  -3.24  0.96  -0.86
H  -3.50  -0.65  -0.33
H  -2.48  2.45  0.96
H  -1.26  1.93  2.18
H  -0.82  2.33  0.50
H  -1.00  -0.59  2.47

Here are the Mulliken charges for atoms 1 to 2, given in e:
1 C -1.55
2 C -0.35


Arrangement x

Molecular formula: C11H18
Method: DFT, ωB97M-V/def2-TZVPD

* molecular weight: 150.27 g mol⁻¹
* SMILES: CCc1ccccc1.CCC
* HOMO: -9.0 eV
* frontier orbital gap: 9.98 eV

Atoms and positions in Å:
C  0.05  -2.62  1.76
C  1.29  -2.27  0.96
C  -0.60  -1.50  2.61
H  -0.67  -2.97  1.01
H  0.38  -3.36  2.49
H  2.25  -2.59  1.38
H  1.27  -1.28  0.50
H  -1.68  -1.63  2.61
H  -0.18  -1.46  3.60
H  1.30  -2.80  -0.03
H  -0.22  -0.54  2.28
C  -1.30  1.39  0.21
C  -1.36  2.86  0.59
C  -0.38  0.95  -0.92
C  0.99  1.22  -0.74
C  -0.88  0.40  -2.10
C  1.84  0.88  -1.80
C  -0.02  0.23  -3.16
C  1.34  0.49  -3.03
H  -1.04  0.91  1.16
H  -2.28  0.96  -0.07
H  -0.55  3.09  1.30
H  1.29  1.73  0.16
H  -1.94  0.18  -2.09
H  2.91  0.99  -1.64
H  -0.42  -0.23  -4.06
H  2.06  0.21  -3.78
H  -2.23  3.27  1.07
H  -1.19  3.49  -0.26

Here are the Mulliken charges for atoms 1 to 2, given in e:
1 C -0.15
2 C -0.80


Most stable structure - arrangement w; separation to the second - 0.635 eV.